1.
Molecular formula: C3H5Cl3
Method: DFT, ωB97M-V/def2-TZVPD

The spin multiplicity is 1. The relative energy (zero: lowest compared OMol25 entry of this formula, charge and spin) comes out at 37.2 kJ/mol. The value obtained for the strongest force on any atom is 3.1 eV/Å. The HOMO energy is -10.7 eV. Its LUMO energy is 0.029 hartree.

Last column: Löwdin charge in e.
CARTESIAN COORDINATES (ANGSTROEM)
C  1.2624  0.0919  0.4257  -0.20
C  0.0159  -0.0140  -0.4922  -1.46
C  -1.2504  -0.0968  0.2977  -0.69
H  1.1916  1.0072  1.0748  0.09
H  1.2881  -0.8715  0.9473  0.07
H  2.2327  0.2224  -0.1782  0.10
H  -1.4032  0.8253  0.8890  0.09
H  -1.1833  -1.0266  0.9398  0.11
Cl  0.0026  1.3828  -1.5109  0.64
Cl  0.3817  -1.3430  -1.5198  0.66
Cl  -2.5381  -0.1777  -0.8732  0.58

***

2.
Molecular formula: C3H5Cl3NOP
Method: DFT, ωB97M-V/def2-TZVPD

The spin multiplicity is 1. The relative energy (zero: lowest compared OMol25 entry of this formula, charge and spin) comes out at 221.4 kJ/mol. The value obtained for the strongest force on any atom is 5.2 eV/Å. The HOMO energy is -9.3 eV. Its LUMO energy is -0.047 hartree.

Last column: Löwdin charge in e.
CARTESIAN COORDINATES (ANGSTROEM)
C  -1.3703  0.2657  0.7200  -0.99
C  -0.7343  -1.3901  -1.1195  -0.11
C  1.3698  0.2325  0.3779  -1.41
N  -0.6536  -0.3586  -0.0945  -0.09
O  -1.1202  1.2418  1.4027  -0.19
P  1.0591  1.9175  0.9887  0.79
Cl  -3.0532  -0.4161  0.8639  0.60
Cl  1.7569  -0.8028  1.6602  0.65
Cl  2.1241  -0.3075  -1.0756  0.64
H  -0.9822  -0.9344  -1.9999  0.06
H  0.1874  -1.9451  -0.9967  0.04
H  -1.5034  -2.1826  -0.7985  0.11
H  0.4980  2.2569  -0.3413  -0.03
H  2.4219  2.4227  0.4127  -0.05

***

3.
Molecular formula: C3H5Cl3O2
Method: DFT, ωB97M-V/def2-TZVPD

The spin multiplicity is 1. The relative energy (zero: lowest compared OMol25 entry of this formula, charge and spin) comes out at 0.0 kJ/mol. The value obtained for the strongest force on any atom is 5.4 eV/Å. The HOMO energy is -10.7 eV. As for the structure (SMILES): C[C@@](O)(Cl)C(O)(Cl)Cl. Its LUMO energy is 0.019 hartree.

Last column: Löwdin charge in e.
CARTESIAN COORDINATES (ANGSTROEM)
C  -0.5909  -0.6729  -1.3069  -0.01
C  -0.5138  0.3278  -0.0035  -0.88
O  -0.6558  1.6578  -0.3062  -0.08
Cl  -1.8752  -0.2778  1.1079  0.63
C  0.7780  0.0776  0.7784  -1.20
O  0.9297  -1.2138  1.1968  -0.05
Cl  0.7447  1.2299  2.2388  0.58
Cl  2.0585  0.7586  -0.2554  0.70
H  -1.0301  -1.5103  -0.9030  0.03
H  0.3259  -0.9206  -1.7472  0.06
H  -1.1013  -0.2331  -2.0196  0.03
H  -0.8353  2.2975  0.3903  0.09
H  1.7656  -1.5205  0.8295  0.10

***

4.
Molecular formula: C3H5Cl3O2S
Method: DFT, ωB97M-V/def2-TZVPD

The spin multiplicity is 1. The relative energy (zero: lowest compared OMol25 entry of this formula, charge and spin) comes out at 87.7 kJ/mol. The value obtained for the strongest force on any atom is 4.6 eV/Å. The HOMO energy (spin up / spin down) is -8.5 / -9.5 eV. Its LUMO energy (spin up / spin down) is -0.078 / -0.033 hartree.

Last column: Löwdin charge in e.
CARTESIAN COORDINATES (ANGSTROEM)
C  0.7979  1.7391  -0.7470  -0.17
C  0.4179  0.5134  -1.5346  -0.52
C  -1.2898  -0.3429  0.6324  -0.67
O  0.8979  -1.1071  1.7674  -0.34
O  0.1569  -2.3792  -0.1173  -0.46
S  -0.1606  -1.6495  1.0719  0.18
Cl  1.5458  -0.7239  -1.6075  0.79
Cl  -1.2595  0.8297  1.8810  0.64
Cl  -1.2416  -3.0181  2.2550  0.30
H  0.9093  1.4532  0.2248  0.01
H  1.7369  2.1619  -1.0778  0.08
H  0.0826  2.5339  -0.8688  0.08
H  -0.3101  0.5685  -2.3563  0.08
H  -2.2835  -0.5790  0.4768  0.00

***

5.
Molecular formula: C3H5ClF2
Method: DFT, ωB97M-V/def2-TZVPD

The spin multiplicity is 1. The relative energy (zero: lowest compared OMol25 entry of this formula, charge and spin) comes out at 31.7 kJ/mol. The value obtained for the strongest force on any atom is 2.7 eV/Å. The HOMO energy is -11.2 eV. As for the structure (SMILES): FC[C@H](F)CCl. Its LUMO energy is 0.035 hartree.

Last column: Löwdin charge in e.
CARTESIAN COORDINATES (ANGSTROEM)
F  1.8804  -1.4113  -0.4913  -0.07
C  0.9148  -0.8370  0.3633  -0.12
C  0.2881  0.3439  -0.4391  -0.39
F  1.0884  1.4265  -0.2905  0.02
C  -1.1452  0.6166  0.0433  -0.53
Cl  -2.4200  -0.5948  -0.3034  0.56
H  0.1953  -1.5949  0.6523  0.11
H  1.5141  -0.3801  1.1849  0.14
H  0.3424  0.0903  -1.5065  0.15
H  -1.4907  1.5865  -0.3248  0.08
H  -1.1676  0.7542  1.1117  0.07

***

6.
Molecular formula: C3H5ClFN
Method: DFT, ωB97M-V/def2-TZVPD

The spin multiplicity is 1. The relative energy (zero: lowest compared OMol25 entry of this formula, charge and spin) comes out at 30.9 kJ/mol. The value obtained for the strongest force on any atom is 2.1 eV/Å. The HOMO energy is -9.7 eV. As for the structure (SMILES): N[C@H]1[C@@H](F)[C@@H]1Cl. Its LUMO energy is 0.039 hartree.

Last column: Löwdin charge in e.
CARTESIAN COORDINATES (ANGSTROEM)
N  -1.8113  -1.3357  0.2176  0.06
C  -0.9232  -0.2447  0.5453  -0.31
C  0.5447  -0.5974  0.6610  -0.29
F  0.9180  -1.8572  0.3704  0.03
C  0.0584  0.2536  -0.4887  -0.60
Cl  0.5690  1.9443  -0.5847  0.60
H  -1.3114  -2.2112  0.4031  0.08
H  -1.9268  -1.3098  -0.7755  0.06
H  -1.2675  0.5128  1.2116  0.12
H  1.1507  -0.2196  1.4104  0.12
H  0.0198  -0.2301  -1.4723  0.11

***

7.
Molecular formula: C3H5ClN2
Method: DFT, ωB97M-V/def2-TZVPD

The spin multiplicity is 1. The relative energy (zero: lowest compared OMol25 entry of this formula, charge and spin) comes out at 295.8 kJ/mol. The value obtained for the strongest force on any atom is 7.5 eV/Å. The HOMO energy is -9.0 eV. Its LUMO energy is 0.000 hartree.

Last column: Löwdin charge in e.
CARTESIAN COORDINATES (ANGSTROEM)
C  0.1666  -0.1833  1.6100  -0.53
C  0.9523  -0.1875  0.4217  -0.17
C  -0.7950  0.2842  -1.4825  -0.36
H  -0.8137  -0.7032  1.7935  0.07
H  1.9855  -0.2748  0.2848  0.07
H  1.3449  -0.1390  -1.5856  0.25
H  -0.9111  -0.2161  -2.4689  0.11
H  -1.4189  1.2342  0.0645  0.05
N  0.2663  -0.3903  -0.8868  -0.06
N  -1.6979  1.0706  -0.9584  0.08
Cl  0.9210  -0.4948  3.2078  0.50

***

8.
Molecular formula: C3H5ClN2
Method: DFT, ωB97M-V/def2-TZVPD

The spin multiplicity is 1. The relative energy (zero: lowest compared OMol25 entry of this formula, charge and spin) comes out at 137.1 kJ/mol. The value obtained for the strongest force on any atom is 3.3 eV/Å. The HOMO energy is -10.0 eV. As for the structure (SMILES): C=N/N=C/CCl. Its LUMO energy is 0.020 hartree.

Last column: Löwdin charge in e.
CARTESIAN COORDINATES (ANGSTROEM)
C  -2.5076  -0.5214  -0.2910  -0.04
N  -1.4425  -0.5770  0.4634  -0.06
N  -0.3634  0.0234  -0.2490  -0.01
C  0.6044  0.1407  0.5162  -0.29
C  1.9008  0.6339  -0.0581  -0.57
Cl  2.9656  -0.7754  -0.0871  0.56
H  -3.5246  -0.8736  0.0563  0.08
H  -2.3997  -0.0670  -1.3281  0.08
H  0.6206  -0.2298  1.5591  0.12
H  1.7096  0.8686  -1.1066  0.07
H  2.4369  1.3776  0.5249  0.07

***

- Look up the strongest force on any atom of the seventh one.
  7.5 eV/Å

***

Please write out number 7 again, unchanged.
Molecular formula: C3H5ClN2
Method: DFT, ωB97M-V/def2-TZVPD

The spin multiplicity is 1. The relative energy (zero: lowest compared OMol25 entry of this formula, charge and spin) comes out at 295.8 kJ/mol. The value obtained for the strongest force on any atom is 7.5 eV/Å. The HOMO energy is -9.0 eV. Its LUMO energy is 0.000 hartree.

Last column: Löwdin charge in e.
CARTESIAN COORDINATES (ANGSTROEM)
C  0.1666  -0.1833  1.6100  -0.53
C  0.9523  -0.1875  0.4217  -0.17
C  -0.7950  0.2842  -1.4825  -0.36
H  -0.8137  -0.7032  1.7935  0.07
H  1.9855  -0.2748  0.2848  0.07
H  1.3449  -0.1390  -1.5856  0.25
H  -0.9111  -0.2161  -2.4689  0.11
H  -1.4189  1.2342  0.0645  0.05
N  0.2663  -0.3903  -0.8868  -0.06
N  -1.6979  1.0706  -0.9584  0.08
Cl  0.9210  -0.4948  3.2078  0.50

***

Repeat the seventh record exactly.
Molecular formula: C3H5ClN2
Method: DFT, ωB97M-V/def2-TZVPD

The spin multiplicity is 1. The relative energy (zero: lowest compared OMol25 entry of this formula, charge and spin) comes out at 295.8 kJ/mol. The value obtained for the strongest force on any atom is 7.5 eV/Å. The HOMO energy is -9.0 eV. Its LUMO energy is 0.000 hartree.

Last column: Löwdin charge in e.
CARTESIAN COORDINATES (ANGSTROEM)
C  0.1666  -0.1833  1.6100  -0.53
C  0.9523  -0.1875  0.4217  -0.17
C  -0.7950  0.2842  -1.4825  -0.36
H  -0.8137  -0.7032  1.7935  0.07
H  1.9855  -0.2748  0.2848  0.07
H  1.3449  -0.1390  -1.5856  0.25
H  -0.9111  -0.2161  -2.4689  0.11
H  -1.4189  1.2342  0.0645  0.05
N  0.2663  -0.3903  -0.8868  -0.06
N  -1.6979  1.0706  -0.9584  0.08
Cl  0.9210  -0.4948  3.2078  0.50